# 1
# C33H46F15N2O10

A molecular structure, C33H46F15N2O10 at a distorted geometry (ωB97M-V/def2-TZVPD, the OMol25 dataset).

Results
Largest force on an atom   16.3 eV/A
E_tot   -3644.30605 Eh
Charge   +1
Gap between HOMO and LUMO   8.0 eV

The geometry in XYZ format:
```
106
C33H46F15N2O10 (ωB97M-V/def2-TZVPD)
C 6.241 1.922 0.246
C 4.925 2.887 0.155
C 4.874 4.409 0.618
C 3.508 5.260 0.445
C 2.180 4.556 -0.157
C 2.211 3.037 -0.620
C 0.984 2.194 -1.248
C -0.469 2.910 -1.154
N -1.404 1.708 -1.344
C -1.927 1.071 -0.085
N -1.056 0.119 0.701
C -2.017 2.361 0.922
C -1.005 3.495 0.261
C -2.118 4.632 -0.197
C 3.612 2.239 -0.461
H 7.190 2.534 0.512
H 6.011 1.075 1.019
H 6.370 1.375 -0.783
H 5.831 4.881 1.074
H 3.531 6.385 0.767
H 1.215 5.177 -0.245
H 0.921 1.193 -0.642
H 1.254 1.872 -2.341
H -0.495 3.594 -2.088
H -0.974 0.943 -1.925
H -2.166 2.122 -1.922
H -2.878 0.446 -0.283
H -1.468 -0.046 1.680
H -0.867 -0.758 0.196
H -1.897 2.163 2.059
H -3.147 2.644 0.811
H -0.241 3.839 1.067
H -1.606 5.622 -0.497
H -2.808 4.814 0.718
H -2.802 4.186 -1.033
H 3.658 1.129 -0.828
C 2.223 -4.211 4.882
C 0.941 -3.409 4.995
O 0.936 -2.324 4.052
C 0.578 -2.641 2.783
O 0.275 -3.756 2.419
C 0.570 -1.392 1.902
F 1.661 -0.614 2.083
F -0.526 -0.584 2.168
F 0.535 -1.688 0.581
H 3.095 -3.558 4.989
H 2.264 -4.985 5.651
H 2.303 -4.691 3.903
H 0.876 -2.961 5.991
H 0.056 -4.041 4.868
C 2.654 -3.392 -0.106
C 2.480 -4.895 -0.213
O 2.444 -5.304 -1.588
C 3.650 -5.440 -2.202
O 4.713 -5.237 -1.660
C 3.467 -5.925 -3.639
F 2.484 -5.259 -4.295
F 3.136 -7.239 -3.691
F 4.583 -5.783 -4.389
H 1.880 -2.875 -0.677
H 2.602 -3.070 0.937
H 3.617 -3.076 -0.517
H 1.523 -5.185 0.228
H 3.262 -5.433 0.334
C 1.913 -9.590 -1.110
C 0.588 -9.310 -0.426
O 0.458 -10.096 0.768
C 1.083 -9.611 1.871
O 1.725 -8.582 1.891
C 0.825 -10.515 3.075
F 0.970 -11.830 2.780
F -0.435 -10.370 3.557
F 1.660 -10.265 4.110
H 2.029 -10.661 -1.298
H 1.978 -9.053 -2.059
H 2.753 -9.284 -0.481
H -0.233 -9.601 -1.087
H 0.462 -8.245 -0.207
C 0.597 8.511 -5.828
C -0.703 8.739 -5.081
O -0.776 7.895 -3.920
C -0.114 8.337 -2.820
O 0.514 9.372 -2.775
C -0.314 7.373 -1.652
F -0.162 6.073 -2.016
F -1.558 7.477 -1.115
F 0.557 7.584 -0.639
H 0.720 7.452 -6.071
H 0.619 9.092 -6.753
H 1.458 8.800 -5.218
H -1.546 8.466 -5.722
H -0.834 9.790 -4.808
C -8.481 0.724 0.373
C -8.920 1.983 1.095
O -7.864 2.484 1.930
C -6.912 3.223 1.306
O -6.911 3.469 0.119
C -5.881 3.729 2.315
F -5.482 2.766 3.182
F -6.367 4.742 3.072
F -4.755 4.199 1.727
H -8.121 -0.022 1.086
H -9.308 0.298 -0.199
H -7.656 0.931 -0.314
H -9.761 1.752 1.755
H -9.263 2.752 0.396
```


# 2
# C33H46F3N4O5S2Si

2 unconnected molecules or ions with the total composition C33H46F3N4O5S2Si at a distorted geometry (ωB97M-V/def2-TZVPD, the OMol25 dataset).

Results
Largest force on an atom   6.0 eV/A
E_tot   -3265.51168 Eh
Charge   -1
Gap between HOMO and LUMO   7.6 eV

The geometry in XYZ format:
```
94
C33H46F3N4O5S2Si (ωB97M-V/def2-TZVPD)
C -4.862 -0.276 2.861
C -4.193 -1.089 2.229
C -3.096 -1.978 1.517
C -1.933 -1.008 1.006
C -2.613 0.324 0.467
N -3.071 1.089 -0.281
C -1.090 -0.584 2.306
C -0.629 0.933 2.327
C 0.561 1.153 3.396
C 1.541 2.355 2.954
C 2.991 1.852 2.529
C 3.436 2.366 1.073
C 4.980 2.107 0.819
C 5.373 1.903 -0.718
Si 4.714 0.271 -1.484
C 2.921 0.626 -2.122
C 5.709 -0.295 -3.027
C 4.742 -1.055 -0.091
C 3.483 -1.799 0.312
C 3.400 -2.815 1.410
C 4.652 -3.178 2.169
C 5.928 -2.481 1.775
C 6.002 -1.434 0.681
C -0.951 -1.670 -0.066
O 0.182 -0.764 -0.180
C -0.497 -3.093 0.460
N -0.101 -4.148 0.731
C -1.610 -1.904 -1.494
C -0.586 -1.969 -2.703
C -1.291 -1.754 -4.136
C -2.043 -0.359 -4.269
C -1.167 0.913 -3.871
C -2.200 2.099 -3.530
C -1.527 3.337 -2.802
S -2.929 4.519 -2.370
C -2.913 4.835 -0.587
N -2.426 5.954 0.117
N -2.574 5.826 1.437
C -3.190 4.580 1.706
O -3.390 4.040 0.460
H -5.203 0.654 3.392
H -3.583 -2.580 0.684
H -2.659 -2.691 2.293
H -1.717 -0.747 3.248
H -0.187 -1.267 2.426
H -1.470 1.671 2.529
H -0.178 1.251 1.328
H 0.062 1.412 4.383
H 1.185 0.218 3.539
H 1.637 3.015 3.881
H 1.102 3.006 2.140
H 3.781 2.217 3.272
H 3.020 0.715 2.604
H 2.750 1.839 0.332
H 3.263 3.489 0.993
H 5.586 3.005 1.186
H 5.319 1.230 1.454
H 5.124 2.813 -1.360
H 6.519 1.839 -0.737
H 2.189 -0.195 -1.864
H 2.552 1.659 -1.810
H 2.969 0.662 -3.264
H 5.019 -0.751 -3.815
H 6.466 -1.102 -2.780
H 6.166 0.639 -3.478
H 2.545 -1.565 -0.262
H 2.406 -3.296 1.656
H 4.585 -3.941 2.997
H 6.860 -2.782 2.339
H 6.955 -0.920 0.379
H -0.172 -0.065 -0.781
H -2.449 -1.173 -1.734
H -2.115 -2.930 -1.451
H -0.091 -2.996 -2.756
H 0.256 -1.219 -2.660
H -0.426 -1.725 -4.887
H -1.957 -2.635 -4.412
H -2.973 -0.350 -3.612
H -2.348 -0.222 -5.354
H -0.600 1.273 -4.797
H -0.423 0.737 -3.040
H -2.763 2.423 -4.467
H -2.967 1.648 -2.826
H -0.871 3.931 -3.518
H -0.936 3.081 -1.876
H -3.449 4.139 2.709
C -7.874 -3.236 2.373
F -9.183 -3.571 2.273
F -7.723 -2.097 1.654
F -7.674 -2.890 3.667
S -6.741 -4.596 1.809
O -7.096 -4.829 0.418
O -7.040 -5.719 2.680
O -5.398 -4.061 1.986
```


# 3
# C33H46GaI2N4O3SbSi3

A molecular structure, C33H46GaI2N4O3SbSi3 (ωB97M-V/def2-TZVPD, the OMol25 dataset).

Results
Largest force on an atom   0.7 eV/A
E_tot   -5358.92942 Eh
Charge   0
Gap between HOMO and LUMO   7.9 eV

The geometry in XYZ format:
```
93
C33H46GaI2N4O3SbSi3 (ωB97M-V/def2-TZVPD)
Ga -0.053 0.307 -0.075
N -0.861 -1.746 0.364
C -0.116 -2.313 1.485
C 0.443 -1.177 2.325
O 0.883 -1.393 3.433
O 0.409 -0.005 1.747
H -1.710 -1.333 0.768
H -1.138 -2.440 -0.311
H 0.721 -2.909 1.129
H -0.715 -2.950 2.134
I -2.369 4.233 -0.490
C -2.983 3.006 1.079
C -3.844 3.577 2.036
C -4.290 2.840 3.088
I -5.535 3.772 4.489
C -3.929 1.474 3.205
C -4.385 0.630 4.243
C -4.042 -0.687 4.255
C -3.247 -1.178 3.205
N -2.787 -0.426 2.238
C -3.078 0.901 2.222
C -2.529 1.699 1.143
O -1.690 1.233 0.249
H -4.136 4.612 1.932
H -5.015 1.042 5.020
H -4.379 -1.350 5.041
H -2.986 -2.232 3.170
C 0.980 -2.876 -2.002
Sb 1.739 -1.008 -2.796
C 0.034 0.169 -2.085
C 0.368 1.614 -2.358
C 0.549 2.194 -3.620
C 0.869 3.533 -3.713
C 1.029 4.280 -2.551
C 0.827 3.645 -1.342
N 0.484 2.360 -1.253
Si -1.539 -0.325 -3.032
C -1.135 -1.341 -4.562
C -2.806 -1.285 -2.041
C -2.425 1.221 -3.598
C 3.587 -0.681 -1.543
C 3.500 0.164 -0.285
C 4.667 0.380 0.471
C 4.672 1.251 1.535
C 3.509 1.944 1.839
C 2.393 1.662 1.091
N 2.362 0.773 0.078
Si 4.661 0.287 -2.799
C 3.710 1.775 -3.408
C 6.253 0.999 -2.118
C 5.110 -0.800 -4.254
Si 4.354 -2.387 -1.171
C 6.214 -2.365 -0.921
C 3.613 -3.031 0.423
C 4.122 -3.584 -2.610
H -0.105 -2.807 -2.012
H 1.325 -3.056 -0.985
H 1.287 -3.704 -2.638
H 0.443 1.584 -4.509
H 1.010 3.996 -4.684
H 1.293 5.329 -2.584
H 0.911 4.188 -0.406
H -0.464 -2.182 -4.368
H -0.670 -0.715 -5.332
H -2.060 -1.753 -4.984
H -2.566 -2.347 -1.927
H -3.756 -1.231 -2.580
H -2.960 -0.835 -1.058
H -2.007 1.628 -4.523
H -2.386 2.003 -2.834
H -3.478 0.986 -3.780
H 5.575 -0.130 0.190
H 5.577 1.408 2.108
H 3.461 2.658 2.649
H 1.461 2.161 1.318
H 3.170 2.268 -2.589
H 2.984 1.512 -4.180
H 4.407 2.505 -3.832
H 6.061 1.786 -1.385
H 6.777 1.455 -2.966
H 6.926 0.267 -1.668
H 4.227 -1.249 -4.716
H 5.797 -1.606 -3.976
H 5.609 -0.186 -5.012
H 6.522 -1.872 0.004
H 6.743 -1.902 -1.758
H 6.550 -3.406 -0.859
H 2.922 -2.310 0.867
H 4.397 -3.208 1.165
H 3.084 -3.977 0.273
H 5.082 -3.750 -3.108
H 3.424 -3.243 -3.375
H 3.767 -4.551 -2.242
```


# 4
# C33H46OP2ReSi

A molecular structure, C33H46OP2ReSi at a distorted geometry (ωB97M-V/def2-TZVPD, the OMol25 dataset).

Results
Largest force on an atom   8.1 eV/A
E_tot   -2409.95068 Eh
Charge   +2
Multiplicity   4
Gap between HOMO and LUMO (alpha / beta)   6.1 / 5.0 eV

The geometry in XYZ format:
```
84
C33H46OP2ReSi (ωB97M-V/def2-TZVPD)
P 0.514 2.889 0.002
P -2.528 2.676 -2.282
C -0.235 4.129 -1.303
C -1.691 4.177 -1.667
H 0.401 4.099 -2.197
H -0.030 5.089 -0.825
H -2.305 4.597 -0.864
H -1.831 4.893 -2.482
C -3.241 3.385 -3.876
H -3.801 2.594 -4.407
H -2.407 3.718 -4.519
H -3.898 4.248 -3.667
C -3.890 2.530 -1.104
H -4.708 3.194 -1.406
H -3.536 2.851 -0.122
H -4.260 1.514 -0.991
C 2.015 3.967 0.031
H 2.655 3.658 0.870
H 1.610 4.990 0.138
H 2.519 3.820 -0.943
C -0.579 3.360 1.461
H -1.619 3.033 1.532
H -0.377 4.430 1.367
H -0.027 3.062 2.380
Re 0.017 1.343 1.479
C -2.011 1.009 -3.242
C -0.534 1.120 -3.633
C 0.039 2.351 -4.428
C 1.563 2.044 -4.237
C 1.551 1.422 -2.883
C 0.305 0.908 -2.539
C -0.679 0.711 -1.296
C -1.851 0.030 -2.060
C 1.364 1.656 3.073
H -2.683 0.667 -4.037
H -0.355 0.236 -4.278
H -0.099 3.312 -3.870
H -0.335 2.547 -5.468
H 1.753 1.278 -4.987
H 2.309 2.839 -4.434
H 2.340 1.263 -2.159
H 1.398 0.843 0.844
H -1.240 1.674 -0.937
H -0.247 0.173 -0.365
H -1.352 -0.882 -2.399
H -2.738 -0.222 -1.476
H 0.800 1.008 3.744
H 1.476 2.635 3.573
H 2.338 1.163 2.918
O -0.034 -0.637 1.810
Si 0.498 -2.200 1.993
C -0.287 -3.217 0.597
C 0.453 -4.118 -0.188
C -0.190 -4.953 -1.120
C -1.577 -4.890 -1.296
C -2.302 -3.954 -0.546
C -1.664 -3.098 0.366
C 2.330 -2.448 1.709
C 3.095 -1.469 1.070
C 4.314 -1.821 0.479
C 4.799 -3.132 0.572
C 4.108 -4.072 1.349
C 2.894 -3.713 1.954
C 0.122 -2.991 3.699
C 1.129 -3.275 4.651
C 0.798 -3.559 5.996
C -0.542 -3.588 6.399
C -1.526 -3.554 5.405
C -1.189 -3.357 4.061
H 1.541 -4.181 -0.078
H 0.403 -5.652 -1.712
H -2.075 -5.561 -2.008
H -3.380 -3.883 -0.674
H -2.259 -2.347 0.897
H 2.732 -0.439 1.011
H 4.873 -1.063 -0.077
H 5.713 -3.422 0.045
H 4.500 -5.080 1.488
H 2.374 -4.435 2.584
H 2.187 -3.304 4.360
H 1.597 -3.748 6.721
H -0.799 -3.669 7.460
H -2.563 -3.678 5.698
H -1.948 -3.520 3.294
```


# 5
# C33H47BrF4IN4O5PSn

A molecular structure, C33H47BrF4IN4O5PSn (ωB97M-V/def2-TZVPD, the OMol25 dataset).

Results
Largest force on an atom   0.8 eV/A
E_tot   -5707.28405 Eh
Charge   +2
Gap between HOMO and LUMO   7.9 eV

The geometry in XYZ format:
```
97
C33H47BrF4IN4O5PSn (ωB97M-V/def2-TZVPD)
Sn 0.022 0.469 0.587
C 1.580 4.727 0.912
C 1.011 3.383 0.481
N 1.301 2.212 1.366
C 2.765 1.997 1.531
C 3.476 1.598 0.258
C 0.709 2.435 2.705
C -0.818 2.430 2.675
N -1.323 1.525 1.643
C -2.698 1.556 1.359
C -3.153 0.927 0.206
F -2.210 0.253 -0.518
C -4.467 0.879 -0.187
F -4.771 0.227 -1.310
C -5.443 1.484 0.580
C -5.028 2.097 1.745
F -5.915 2.679 2.539
C -3.697 2.131 2.145
F -3.426 2.714 3.319
H 1.267 5.470 0.178
H 2.669 4.738 0.935
H 1.208 5.064 1.878
H 1.399 3.136 -0.503
H -0.075 3.449 0.384
H 2.891 1.227 2.291
H 3.203 2.905 1.951
H 3.009 0.726 -0.207
H 4.507 1.333 0.490
H 3.509 2.400 -0.478
H 1.065 3.380 3.114
H 1.086 1.658 3.367
H -1.213 3.432 2.497
H -1.159 2.130 3.666
H -6.484 1.469 0.293
Br -1.437 -5.097 2.385
C -2.743 -4.699 1.079
C -3.066 -5.689 0.160
C -4.002 -5.436 -0.829
C -4.620 -4.196 -0.906
C -4.304 -3.207 0.011
C -3.367 -3.460 1.005
I -2.938 -1.933 2.363
H -2.585 -6.655 0.229
H -4.252 -6.215 -1.537
H -5.358 -3.999 -1.671
H -4.794 -2.245 -0.038
C 1.287 4.760 -3.274
C 1.763 3.368 -2.952
O 0.598 2.587 -2.547
P 0.569 1.117 -1.973
O 1.845 0.514 -2.679
C 2.457 -0.805 -2.571
C 3.199 -1.069 -3.855
O -0.722 0.499 -2.591
C -1.068 0.524 -4.017
C -2.048 1.634 -4.296
H 2.135 5.369 -3.583
H 0.822 5.228 -2.405
H 0.564 4.742 -4.088
H 2.496 3.372 -2.145
H 2.205 2.872 -3.812
H 1.674 -1.534 -2.387
H 3.135 -0.781 -1.717
H 2.513 -1.101 -4.701
H 3.704 -2.033 -3.790
H 3.951 -0.302 -4.039
H -1.505 -0.455 -4.201
H -0.149 0.614 -4.597
H -2.934 1.527 -3.671
H -2.362 1.579 -5.338
H -1.602 2.612 -4.121
N 4.459 -2.964 1.933
C 4.122 -2.419 3.131
O 4.871 -2.307 4.070
C 2.718 -1.877 3.243
C 2.038 -2.010 4.450
C 0.775 -1.458 4.579
C 0.251 -0.742 3.520
N 0.920 -0.579 2.371
C 2.118 -1.169 2.224
H 5.372 -3.391 1.871
H 3.754 -3.282 1.290
H 2.513 -2.536 5.268
H 0.204 -1.558 5.491
H -0.711 -0.251 3.587
H 2.611 -1.043 1.268
C -0.944 -2.859 -1.488
C -0.126 -2.539 -0.252
C 1.053 -3.476 -0.080
O 0.343 -1.172 -0.400
H -1.370 -3.861 -1.413
H -0.319 -2.819 -2.383
H -1.763 -2.148 -1.599
H -0.764 -2.608 0.631
H 1.763 -3.370 -0.904
H 0.697 -4.506 -0.070
H 1.562 -3.302 0.869
```